{"formula": "C2HN5O", "method": "the ωB97M-V functional and the def2-TZVPD basis", "e_tot_ha": -425.63638, "homo_lumo_gap_ev": 8.549, "e_homo_ev": -10.6, "smiles": "O=c1nncnnn1", "elements": ["O", "C", "N", "N", "C", "N", "N", "N", "H"], "positions_angstrom": [[-2.275697, -0.153031, 0.601016], [-1.296579, -0.192436, -0.026030], [-0.746478, 0.845963, -0.956819], [0.393982, 1.251824, -0.402722], [1.006111, 0.548841, 0.441311], [1.303918, -0.707837, 0.397533], [0.629718, -1.405381, -0.525042], [-0.641788, -1.276246, -0.547203], [1.626809, 1.088304, 1.017959]], "forces_ev_per_angstrom": [[-1.24, 0.65, 1.47], [0.20, 0.15, -1.98], [2.71, 1.57, 2.64], [-6.48, 1.46, -6.06], [2.17, -2.50, 2.46], [-0.31, -1.00, -0.92], [-1.53, -1.10, 0.84], [2.49, -1.06, -1.07], [2.00, 1.83, 2.59]]}

{"formula": "CH8N3O", "method": "the ωB97M-V functional and the def2-TZVPD basis", "e_tot_ha": -282.21107, "charge": 1, "homo_lumo_gap_ev": 11.953, "e_homo_ev": -15.1, "elements": ["N", "C", "N", "N", "H", "H", "H", "H", "H", "H", "H", "H", "O"], "positions_angstrom": [[0.034151, -0.334149, -0.547292], [0.275794, -0.691224, 0.696351], [-0.641560, -1.347346, 1.408511], [1.393139, -0.270941, 1.301013], [0.691325, -0.004002, -1.233406], [-0.878905, -0.504993, -0.937575], [-0.449245, -1.545902, 2.375389], [-1.609624, -1.383739, 1.129733], [2.060633, 0.229048, 0.738873], [1.700810, -0.668373, 2.172215], [-0.150489, 2.478825, -2.545343], [-1.640487, 2.242810, -2.283245], [-0.785543, 1.799986, -2.275223]], "forces_ev_per_angstrom": [[-0.73, -0.48, -0.47], [0.09, 0.78, 0.48], [0.03, -0.10, 0.11], [0.04, -0.41, -0.49], [0.26, 0.26, 0.39], [0.02, 0.01, -0.04], [-0.12, 0.07, 0.07], [0.15, -0.17, -0.17], [0.21, -0.04, 0.17], [0.03, 0.05, 0.01], [-0.26, -0.14, -0.01], [0.02, 0.03, -0.07], [0.25, 0.13, 0.01]]}

{"formula": "C7H12Cl10", "method": "the ωB97M-V functional and the def2-TZVPD basis", "e_tot_ha": -4875.83417, "homo_lumo_gap_ev": 10.775, "e_homo_ev": -10.7, "smiles": "ClC(Cl)(Cl)Cl.ClCCCl.ClCCCl.ClCCCl", "elements": ["Cl", "C", "Cl", "Cl", "Cl", "Cl", "C", "C", "Cl", "H", "H", "H", "H", "Cl", "C", "C", "Cl", "H", "H", "H", "H", "Cl", "C", "C", "Cl", "H", "H", "H", "H"], "positions_angstrom": [[-0.954808, -0.157795, -1.548013], [0.638676, 0.306487, -2.192946], [1.096324, 1.900355, -1.547461], [1.823916, -0.882477, -1.625457], [0.607453, 0.384167, -3.958271], [-3.060769, 3.915370, -1.727201], [-3.147301, 2.886972, -0.269654], [-2.766767, 3.574161, 1.016902], [-1.102686, 4.217857, 0.918660], [-2.592419, 1.974164, -0.458609], [-4.197674, 2.609626, -0.143162], [-2.806251, 2.855087, 1.833849], [-3.430025, 4.396345, 1.272677], [-2.011047, -4.394480, -2.291144], [-1.435257, -3.953652, -0.677896], [0.054232, -4.201987, -0.554942], [0.615161, -3.851889, 1.064142], [-2.044158, -4.469655, 0.058779], [-1.637575, -2.886390, -0.622408], [0.567288, -3.567592, -1.274851], [0.280509, -5.242080, -0.783146], [5.100374, 1.503434, 1.788494], [3.703108, 0.604409, 1.170192], [2.626294, 0.551349, 2.241539], [1.295473, -0.479048, 1.658730], [4.065989, -0.350078, 0.794135], [3.332650, 1.102543, 0.272989], [2.294719, 1.559634, 2.467590], [3.084557, 0.095170, 3.116487]], "forces_ev_per_angstrom": [[0.15, 0.10, -0.25], [0.15, 0.19, 0.30], [-0.21, -0.19, -0.11], [-0.02, -0.03, -0.44], [-0.07, -0.14, 0.30], [0.05, -0.08, 0.25], [-0.93, -0.11, 0.16], [0.42, 0.07, -0.16], [0.02, -0.01, 0.24], [0.30, 0.15, 0.02], [0.05, -0.05, -0.22], [0.11, -0.06, -0.05], [0.03, 0.08, -0.22], [-0.04, -0.34, -0.42], [-0.11, 0.69, 0.18], [-0.46, -0.46, -0.89], [0.17, 0.19, 0.55], [0.18, -0.14, 0.03], [0.06, 0.00, 0.34], [0.14, 0.01, 0.13], [0.04, 0.03, 0.05], [0.18, 0.17, 0.07], [-0.34, 0.18, -0.87], [0.99, -0.40, -0.30], [-0.09, 0.24, 0.36], [-0.13, -0.25, 0.56], [0.02, 0.27, 0.19], [-0.28, -0.08, 0.02], [-0.39, -0.01, 0.18]]}

{"formula": "C12H12F5N4O5STl", "method": "the ωB97M-V functional and the def2-TZVPD basis", "e_tot_ha": -2129.79834, "charge": -2, "homo_lumo_gap_ev": 6.326, "e_homo_ev": -1.9, "elements": ["Tl", "N", "C", "C", "O", "N", "C", "C", "O", "O", "H", "H", "H", "H", "H", "H", "C", "O", "C", "O", "N", "N", "H", "H", "H", "H", "H", "H", "F", "C", "C", "F", "C", "F", "C", "S", "C", "F", "C", "F"], "positions_angstrom": [[-0.788056, -0.608372, 0.632797], [-0.008582, -2.919038, 3.601965], [-1.003089, -3.591798, 2.751643], [-2.380067, -2.911063, 2.716655], [-3.325322, -3.473175, 3.315477], [-2.391367, -1.754320, 2.075489], [-3.616762, -0.983955, 2.114802], [-3.389651, 0.536369, 2.053449], [-4.263128, 1.275923, 2.510438], [-2.315928, 0.944253, 1.468805], [-0.428596, -2.778538, 4.516112], [0.129388, -1.980406, 3.239442], [-0.590622, -3.657173, 1.740793], [-1.151158, -4.606177, 3.124918], [-4.251401, -1.213564, 1.243605], [-4.220293, -1.213939, 2.993579], [3.613067, 1.423305, 0.941366], [2.726410, 2.302274, 0.264399], [1.444323, 2.279963, 0.749944], [1.130801, 1.698946, 1.770405], [0.643135, 2.999687, -0.038081], [-0.741842, 3.151177, 0.190566], [4.610301, 1.664127, 0.578137], [3.373977, 0.383820, 0.710055], [3.555024, 1.561702, 2.020081], [0.996406, 3.370967, -0.900524], [-1.206713, 2.476105, -0.419712], [-0.927990, 2.808393, 1.130376], [3.613970, -0.328915, -5.241027], [2.458830, -0.055664, -4.596059], [1.525966, -1.049152, -4.363082], [1.777351, -2.300674, -4.795086], [0.346162, -0.760637, -3.704799], [-0.505925, -1.782013, -3.534325], [0.011732, 0.520571, -3.239052], [-1.476239, 0.870289, -2.433446], [0.990645, 1.491566, -3.503729], [0.789663, 2.772600, -3.139601], [2.177072, 1.225521, -4.158947], [3.068508, 2.211015, -4.387828]], "forces_ev_per_angstrom": [[0.18, -0.06, -0.02], [0.00, 0.02, 0.06], [-0.05, -0.05, -0.06], [0.04, -0.03, -0.04], [0.01, 0.01, 0.01], [-0.05, 0.09, -0.04], [-0.08, 0.02, 0.03], [0.07, 0.02, -0.16], [-0.02, -0.02, 0.05], [-0.10, -0.01, 0.07], [-0.01, -0.02, 0.00], [0.00, 0.00, -0.02], [0.01, 0.02, 0.01], [0.02, 0.00, 0.00], [-0.02, -0.02, 0.04], [0.04, 0.02, 0.05], [-0.01, -0.04, 0.00], [0.00, 0.04, 0.02], [0.00, -0.12, -0.12], [0.03, 0.05, 0.06], [0.03, 0.06, 0.06], [0.00, -0.04, -0.02], [-0.01, 0.00, -0.01], [0.00, 0.01, 0.02], [0.01, 0.01, 0.00], [-0.01, 0.00, -0.04], [-0.04, 0.01, -0.03], [-0.03, -0.01, 0.06], [-0.01, 0.01, 0.01], [0.00, 0.02, -0.01], [-0.01, 0.03, 0.00], [0.02, 0.00, 0.01], [0.05, -0.07, 0.00], [-0.01, 0.02, 0.01], [-0.09, 0.10, 0.09], [0.02, -0.02, -0.08], [0.05, -0.06, -0.05], [-0.01, 0.04, 0.04], [0.00, -0.05, 0.00], [0.00, -0.01, 0.00]]}